No. 1
{
  "formula": "C21H17BrN4Pd",
  "method": "ωB97M-V with the def2-TZVPD basis set",
  "lumo_ev": [-7.62, -7.63],
  "homo_lumo_gap_ha": [0.2748, 0.2744],
  "homo_energy_ev": [-15.10, -15.10],
  "total_charge": 2,
  "e_above_lowest_kj_mol": 158.0,
  "species": ["Pd", "C", "C", "C", "C", "N", "C", "C", "C", "C", "C", "C", "N", "C", "C", "C", "C", "C", "N", "H", "H", "H", "H", "H", "H", "H", "H", "H", "H", "H", "C", "C", "C", "C", "C", "Br", "N", "C", "H", "H", "H", "H", "H", "H"],
  "xyz": [[-0.29175, -1.01234, 0.00169], [-0.15535, -0.88544, -4.50561], [1.19995, -0.73224, -4.75131], [2.07545, -0.67564, -3.67651], [1.58525, -0.79424, -2.37631], [0.26095, -0.95884, -2.15971], [-0.57785, -0.99444, -3.18811], [2.44825, -0.75694, -1.17541], [3.84405, -0.76724, -1.20491], [4.53505, -0.76424, -0.00261], [3.84625, -0.76704, 1.20029], [2.45065, -0.75674, 1.17369], [1.80845, -0.73524, -0.00051], [1.58965, -0.79384, 2.37599], [2.08305, -0.67574, 3.67499], [1.20855, -0.73214, 4.75179], [-0.14645, -0.88454, 4.50809], [-0.57205, -0.99324, 3.19199], [0.26535, -0.95784, 2.16159], [-0.86905, -0.92584, -5.31061], [1.57205, -0.65634, -5.76251], [3.12795, -0.52804, -3.85661], [-1.63115, -1.12304, -2.95471], [4.38385, -0.78094, -2.13861], [5.61505, -0.78564, -0.00361], [4.38765, -0.78084, 2.13359], [3.13565, -0.52894, 3.85319], [1.58305, -0.65664, 5.76199], [-0.85915, -0.92474, 5.31469], [-1.62545, -1.12124, 2.95999], [-3.38605, 3.88276, -0.00121], [-3.26185, 2.40226, -0.00001], [-4.37325, 1.55896, -0.00081], [-4.21025, 0.18126, 0.00049], [-2.91775, -0.30794, 0.00219], [-2.53975, -2.20474, 0.00379], [-1.84315, 0.47606, 0.00269], [-2.00235, 1.79186, 0.00179], [-4.42715, 4.19156, -0.00161], [-2.90225, 4.30466, -0.88111], [-2.90245, 4.30616, 0.87799], [-5.36765, 1.98036, -0.00251], [-5.04885, -0.49734, 0.00019], [-1.09535, 2.38426, 0.00239]],
  "lowdin_charge": [0.8433, -0.0040, 0.0004, 0.0303, -0.1789, 0.0207, -0.0942, -0.1698, 0.0410, 0.0104, 0.0405, -0.1694, 0.0476, -0.1795, 0.0310, 0.0006, -0.0048, -0.0936, 0.0207, 0.1252, 0.1317, 0.1208, 0.1129, 0.1233, 0.1338, 0.1236, 0.1206, 0.1316, 0.1256, 0.1128, -0.0243, -0.2215, 0.0256, -0.0555, -0.6811, 0.8609, -0.0879, -0.0538, 0.0917, 0.0991, 0.0990, 0.1354, 0.1211, 0.1371]
}



No. 2
{
  "formula": "C21H17Cl5N9RhS2",
  "method": "ωB97M-V with the def2-TZVPD basis set",
  "lumo_ev": [-7.17, -7.17],
  "homo_lumo_gap_ha": [0.2292, 0.2292],
  "homo_energy_ev": [-13.40, -13.40],
  "total_charge": 2,
  "e_above_lowest_kj_mol": 215.0,
  "species": ["Rh", "Cl", "C", "C", "C", "Cl", "C", "Cl", "C", "Cl", "C", "Cl", "C", "N", "C", "C", "N", "C", "S", "C", "C", "C", "C", "C", "N", "H", "H", "H", "H", "H", "H", "H", "H", "H", "S", "C", "N", "C", "C", "C", "C", "H", "H", "H", "H", "H", "N", "N", "N", "C", "N", "N", "H", "H", "H"],
  "xyz": [[0.36838, -0.45564, 0.14460], [0.95968, -1.06954, 2.94630], [2.47068, -0.76594, 2.18910], [2.38588, -0.15634, 0.93830], [3.59148, 0.18606, 0.32960], [3.55978, 1.07256, -1.13400], [4.82708, -0.14754, 0.89070], [6.29348, 0.21496, 0.08490], [4.86648, -0.79564, 2.13520], [6.36748, -1.17264, 2.85030], [3.66908, -1.10834, 2.80170], [3.70138, -1.89614, 4.31930], [1.02628, 0.32056, -5.12670], [0.93908, 1.37836, -4.15690], [1.08288, 2.71316, -4.38810], [0.96368, 3.35106, -3.20030], [0.75498, 2.40086, -2.22260], [0.72298, 1.18286, -2.83850], [0.41558, -0.37674, -2.25130], [0.66978, 2.72436, -0.85610], [1.17798, 3.94806, -0.41900], [0.94258, 4.33986, 0.88380], [0.23238, 3.49286, 1.72510], [-0.14142, 2.25686, 1.23930], [0.06878, 1.87146, -0.02440], [1.10948, 0.74876, -6.12330], [0.13868, -0.31174, -5.06920], [1.89848, -0.30394, -4.92150], [1.25148, 3.11706, -5.36560], [0.96738, 4.40176, -3.00620], [1.76308, 4.57556, -1.06700], [1.30958, 5.29086, 1.23360], [-0.00662, 3.77316, 2.73830], [-0.63862, 1.53486, 1.88070], [0.36508, -2.88974, 0.06690], [-1.11362, -3.41464, 0.75460], [-2.08662, -3.84434, -0.09670], [-3.27102, -4.33074, 0.32410], [-3.53502, -4.44214, 1.66180], [-2.55072, -4.03594, 2.58050], [-1.36282, -3.51564, 2.13300], [-1.88492, -3.79894, -1.09210], [-3.97042, -4.63014, -0.44060], [-4.46882, -4.85164, 2.00690], [-2.72952, -4.14104, 3.63800], [-0.60782, -3.17514, 2.82260], [-4.73952, 0.29866, 2.19880], [-3.77972, 0.09186, 1.30000], [-3.92312, 0.41226, 0.04030], [-2.73032, 0.14466, -0.46110], [-1.91372, -0.33354, 0.47930], [-2.59792, -0.36264, 1.59830], [-5.64472, 0.49246, 1.79580], [-4.70152, -0.28874, 3.01720], [-2.46262, 0.27936, -1.48750]],
  "lowdin_charge": [0.5429, 0.7451, -0.7114, -0.2536, -0.6945, 0.7468, -0.6981, 0.7341, -0.6923, 0.7486, -0.6999, 0.7404, -0.0157, -0.1119, 0.0068, -0.0044, 0.0144, -0.6486, 0.7378, -0.2594, 0.0243, 0.0023, -0.0104, -0.1255, 0.0567, 0.1111, 0.0918, 0.1106, 0.1442, 0.1317, 0.1211, 0.1308, 0.1240, 0.0877, 0.6682, -0.6810, 0.0817, -0.0285, -0.0105, -0.0016, -0.0772, 0.1596, 0.1445, 0.1245, 0.1294, 0.0691, 0.1600, -0.2716, 0.1549, -0.1960, -0.0852, 0.0915, 0.1273, 0.1204, 0.0926]
}



No. 3
{
  "formula": "C21H17Co2NO6S2",
  "method": "ωB97M-V with the def2-TZVPD basis set",
  "lumo_ev": 4.60,
  "homo_lumo_gap_ha": 0.1874,
  "homo_energy_ev": -0.50,
  "total_charge": -2,
  "e_above_lowest_kj_mol": 0.0,
  "species": ["C", "C", "C", "N", "C", "S", "S", "C", "C", "H", "H", "H", "H", "H", "H", "H", "H", "H", "H", "O", "C", "Co", "C", "O", "C", "O", "C", "C", "C", "C", "C", "C", "C", "C", "C", "Co", "C", "O", "C", "O", "C", "O", "H", "H", "H", "H", "H", "H", "H"],
  "xyz": [[5.84911, 2.90301, -1.38683], [4.74595, 3.27680, -2.38190], [3.34597, 2.82847, -1.94767], [3.35628, 1.42374, -1.54927], [2.21484, 0.64685, -1.63315], [0.80596, 1.23590, -2.34055], [2.19892, -0.93623, -1.05120], [4.26365, 1.16689, -0.44062], [5.70258, 1.48560, -0.83645], [6.82461, 2.99389, -1.87741], [5.84064, 3.61380, -0.55042], [4.73997, 4.36342, -2.52078], [4.98156, 2.83316, -3.35719], [3.03465, 3.46547, -1.09980], [2.62710, 2.97276, -2.76276], [3.99159, 1.80464, 0.42248], [4.17546, 0.10893, -0.15480], [6.03493, 0.76093, -1.59075], [6.34006, 1.35496, 0.04544], [-4.03190, -5.69818, -0.51170], [-3.50451, -4.68210, -0.35251], [-2.72954, -3.02935, -0.37571], [-2.47902, -2.80020, -2.12546], [-2.28855, -2.63579, -3.25380], [-4.18708, -2.08712, -0.01495], [-5.18153, -1.52007, 0.15325], [-1.43255, -3.00397, 0.88033], [-1.59260, -1.78949, 0.25932], [-1.14417, -0.52624, 0.07957], [-1.93759, 0.61387, 0.47517], [-1.73235, 1.88270, -0.11430], [-2.55439, 2.95715, 0.19246], [-3.58692, 2.81069, 1.13820], [-3.77620, 1.57069, 1.76026], [-2.95535, 0.48780, 1.45195], [-2.66127, -3.64675, 2.36554], [-3.06210, -5.35550, 2.39813], [-3.30387, -6.48483, 2.50697], [-4.01590, -2.77254, 3.08193], [-4.86363, -2.24750, 3.67455], [-1.48865, -3.52944, 3.62859], [-0.72980, -3.44700, 4.49607], [-0.45687, -3.51854, 0.94400], [-0.19307, -0.37879, -0.43414], [-0.92704, 1.97546, -0.85172], [-2.41410, 3.91526, -0.30956], [-4.24706, 3.64983, 1.37235], [-4.56520, 1.44490, 2.50056], [-3.03101, -0.45792, 1.99829]],
  "lowdin_charge": [-0.2273, -0.1968, -0.2287, -0.2138, -1.2975, 0.5090, 0.4704, -0.2349, -0.1999, 0.0939, 0.1016, 0.0984, 0.1072, 0.1214, 0.0574, 0.1266, 0.0379, 0.1115, 0.1005, 0.0815, -0.1492, 0.0383, -0.1140, 0.1027, -0.1351, 0.1105, -0.2130, -0.2515, -0.0812, -0.2187, -0.0647, -0.1189, -0.1418, -0.1132, -0.0549, 0.0265, -0.2144, 0.0557, -0.2081, 0.0532, -0.2143, 0.0724, 0.0812, -0.0028, 0.0016, 0.0854, 0.0746, 0.0903, 0.0850]
}



No. 4
{
  "formula": "C21H17F6N2O7S2Tb",
  "method": "ωB97M-V with the def2-TZVPD basis set",
  "lumo_ev": [-1.06, -1.05],
  "homo_lumo_gap_ha": [0.2938, 0.2946],
  "homo_energy_ev": [-9.06, -9.07],
  "spin_multiplicity": 7,
  "total_charge": 0,
  "s_squared": 12.68,
  "species": ["Tb", "F", "C", "F", "F", "S", "O", "O", "N", "S", "O", "O", "C", "F", "F", "F", "C", "C", "C", "O", "C", "O", "O", "H", "H", "H", "H", "H", "H", "H", "C", "C", "C", "C", "C", "C", "C", "C", "C", "C", "C", "C", "C", "C", "C", "N", "H", "H", "H", "H", "H", "H", "H", "H", "H", "H"],
  "xyz": [[-0.21067, -0.04104, 0.91348], [-1.38291, -3.14545, -2.01482], [-2.30108, -3.53989, -1.09516], [-3.38475, -2.79052, -1.19147], [-2.56301, -4.82572, -1.38324], [-1.65209, -3.33739, 0.59278], [-1.76718, -1.89584, 0.81863], [-2.53718, -4.11711, 1.40987], [-0.23868, -3.96328, 0.46878], [1.22530, -3.32187, 0.58480], [2.16463, -4.08146, 1.42067], [1.13720, -1.89909, 0.90448], [2.06528, -3.40614, -1.09106], [3.33266, -3.09403, -1.02885], [1.44545, -2.51494, -1.85068], [1.93709, -4.59216, -1.67366], [-3.95559, 0.70227, 2.85438], [-2.92050, 1.53454, 2.22644], [-3.35617, 2.96797, 1.95653], [-2.45359, 0.88496, 1.07317], [-1.75881, 1.74075, 3.20829], [-1.78037, 2.37743, 4.24623], [-0.67009, 1.17300, 2.70951], [-4.80719, 0.65025, 2.23635], [-4.31027, 1.12133, 3.77430], [-3.55690, -0.35140, 3.08174], [-4.27978, 2.95020, 1.27916], [-2.52950, 3.54700, 1.40675], [-3.53083, 3.46929, 2.89394], [-2.85737, 1.35016, 0.29006], [-2.42924, 0.48977, -3.28806], [-1.38012, 0.95390, -4.11451], [-0.09867, 1.11457, -3.58206], [0.11687, 0.97250, -2.22609], [-0.85627, 0.56729, -1.31903], [-2.11185, 0.25124, -1.91658], [1.49203, 1.18592, -1.61887], [2.67411, 1.16073, -2.38225], [3.91517, 1.26168, -1.79469], [4.00372, 1.13900, -0.42542], [5.21682, 1.26181, 0.26088], [5.24577, 1.34015, 1.64199], [4.08655, 1.22204, 2.38508], [2.82696, 1.02505, 1.76754], [2.78255, 1.05996, 0.33516], [1.58017, 1.04040, -0.31693], [-3.40640, 0.25003, -3.67406], [-1.59972, 1.19318, -5.12269], [0.70215, 1.51096, -4.14692], [-2.91918, -0.07519, -1.24706], [2.51288, 1.29331, -3.44241], [4.83601, 1.21894, -2.46384], [6.13388, 1.23448, -0.32702], [6.22386, 1.41756, 2.21611], [4.09170, 1.33518, 3.47289], [1.85713, 1.02369, 2.30747]],
  "lowdin_charge": [1.7547, 0.1141, -0.6545, 0.1571, 0.1462, 0.6209, -0.4029, -0.2315, -0.2725, 0.7116, -0.2584, -0.4509, -0.6898, 0.1878, 0.1386, 0.1673, -0.0020, -0.5849, -0.0008, -0.1508, -0.5630, 0.0912, -0.2314, 0.0769, 0.0946, 0.1376, 0.1170, 0.1288, 0.0857, 0.1234, -0.0533, -0.0646, -0.0416, -0.2204, -0.2020, -0.1260, -0.1983, 0.0118, 0.0069, -0.1753, -0.0242, -0.0832, -0.0603, 0.0030, -0.1928, 0.0007, 0.0956, 0.0874, 0.0861, 0.0797, 0.1024, 0.1527, 0.1196, 0.1330, 0.1164, 0.0865]
}